Formula: C4H9N3O
Source: the OMol25 dataset
Level of theory: wB97M-V/def2-TZVPD

Values from the calculation:
structure (SMILES): CN/C(N)=C\C(N)=O
energy above the lowest of the compared OMol25 structures with the same formula, charge and spin: 1.409 eV
frontier orbital gap: 8.92 eV

The geometry in ORCA input format:
```
! RIJCOSX wB97M-V def2-TZVPD def2/J DEFGRID3
* xyz 0 1
C 1.826 -0.122 -0.761
N 0.792 0.831 -0.390
C -0.630 0.683 -0.572
N -1.326 1.771 -1.022
C -1.257 -0.351 -0.002
C -0.468 -1.380 0.730
N -0.701 -1.347 2.083
O 0.007 -2.359 0.165
H 2.796 0.382 -0.832
H 1.615 -0.590 -1.728
H 1.999 -0.884 0.002
H 1.071 1.760 -0.692
H -1.204 2.545 -0.370
H -0.903 2.098 -1.888
H -2.337 -0.400 0.067
H -0.880 -0.489 2.588
H -0.399 -2.148 2.621
*
```

=====

Formula: C59H38ClMoN7O10
Source: the OMol25 dataset
Level of theory: wB97M-V/def2-TZVPD

Values from the calculation:
frontier orbital gap (spin up / spin down): 4.73 / 4.93 eV

The geometry in ORCA input format:
```
! RIJCOSX wB97M-V def2-TZVPD def2/J DEFGRID3
* xyz 0 3
Mo -0.143 -0.794 0.444
C 4.070 3.019 5.780
C 4.173 3.558 4.505
C 3.518 2.961 3.437
C 2.743 1.817 3.631
C 2.686 1.258 4.908
C 3.334 1.859 5.978
C 2.004 1.136 2.535
C 2.425 -0.188 2.210
C 3.702 -0.764 2.237
C 3.788 -1.679 1.168
C 2.537 -1.638 0.570
N 1.718 -0.819 1.237
C 1.797 -3.001 -1.488
C 0.302 -3.266 -1.450
C -0.378 -4.411 -1.811
C -1.722 -4.208 -1.468
C -1.820 -2.934 -0.926
C -3.029 -2.216 -0.637
C -4.297 -2.998 -0.683
C -4.546 -3.950 0.304
C -5.719 -4.691 0.289
C -6.652 -4.499 -0.720
C -6.398 -3.574 -1.723
C -5.227 -2.828 -1.705
C -3.039 -0.859 -0.522
N -1.870 -0.077 -0.462
C -2.219 1.181 -0.851
C -1.368 2.283 -0.823
C -1.753 3.540 -1.542
C -2.772 4.376 -1.086
C -3.127 5.515 -1.801
C -2.462 5.832 -2.978
C -1.432 5.018 -3.429
C -1.079 3.879 -2.714
C -0.250 2.313 0.016
C 0.228 3.544 0.599
C 0.940 3.221 1.699
C 1.091 1.790 1.737
N 0.305 1.248 0.673
C -3.643 1.221 -1.127
C -4.153 0.011 -0.827
N -0.561 -2.342 -0.920
C 2.538 -4.273 -1.067
C 2.637 -4.589 0.288
C 3.193 -5.790 0.703
C 3.625 -6.721 -0.229
C 3.494 -6.437 -1.579
C 2.955 -5.227 -1.999
H 4.571 3.498 6.614
H 4.775 4.443 4.338
H 3.634 3.363 2.438
H 2.113 0.348 5.059
H 3.263 1.419 6.965
H 4.506 -0.481 2.902
H 4.637 -2.278 0.872
H 0.060 -5.295 -2.251
H -2.546 -4.893 -1.608
H -3.811 -4.108 1.086
H -5.903 -5.421 1.070
H -7.570 -5.073 -0.731
H -7.115 -3.431 -2.523
H -5.016 -2.128 -2.504
H -3.277 4.132 -0.157
H -3.919 6.156 -1.434
H -2.742 6.717 -3.540
H -0.901 5.270 -4.339
H -0.274 3.240 -3.064
H -0.045 4.529 0.249
H 1.332 3.902 2.438
H -4.179 2.095 -1.465
H -5.187 -0.298 -0.860
H 2.250 -3.918 1.038
H 3.270 -6.004 1.762
H 4.044 -7.666 0.095
H 3.806 -7.164 -2.319
H 2.857 -5.038 -3.054
O -2.370 -2.190 7.991
N -2.145 -2.904 7.035
O -2.170 -4.120 7.046
C -1.812 -2.243 5.761
C -1.711 -0.858 5.716
C -1.426 -0.231 4.536
C -1.169 -0.960 3.335
O -0.949 -0.387 2.230
C -1.218 -2.375 3.482
C -1.586 -3.006 4.652
N -0.896 -3.198 2.359
O -0.103 -2.757 1.532
O -1.320 -4.301 2.285
N -1.404 1.248 4.571
O -1.119 1.760 5.640
O -1.654 1.852 3.556
H -1.878 -0.267 6.604
H -1.661 -4.083 4.700
C 3.697 0.441 -4.629
C 3.662 0.969 -3.211
C 4.712 1.814 -2.835
C 4.801 2.382 -1.583
Cl 6.125 3.448 -1.210
C 3.835 2.116 -0.629
C 2.789 1.288 -0.975
C 2.680 0.721 -2.244
O 1.518 -0.006 -2.370
C 1.351 -1.093 -3.264
C 2.117 -2.387 -2.887
O 2.851 -2.893 -3.692
O 1.984 -1.848 -0.669
H 4.631 0.748 -5.099
H 2.883 0.846 -5.236
H 3.652 -0.644 -4.679
H 5.482 2.038 -3.563
H 3.893 2.543 0.364
H 2.011 1.051 -0.256
H 1.604 -0.851 -4.286
H 0.289 -1.318 -3.211
*
```

=====

Formula: C6H9NS
Source: the OMol25 dataset
Level of theory: wB97M-V/def2-TZVPD

Values from the calculation:
energy above the lowest of the compared OMol25 structures with the same formula, charge and spin: 2.685 eV
frontier orbital gap: 8.36 eV

The geometry in ORCA input format:
```
! RIJCOSX wB97M-V def2-TZVPD def2/J DEFGRID3
* xyz 0 1
C 0.688 1.634 0.809
C -0.228 1.000 -0.167
C 0.368 -0.212 -0.974
C 0.987 -1.097 0.102
C -1.105 -0.204 0.393
C -1.095 -0.711 -1.075
H 1.635 1.151 0.753
H -0.821 1.785 -0.806
H 1.028 0.068 -1.818
H 1.137 -2.221 -0.232
H 1.908 -0.715 0.389
H 0.285 -0.659 1.982
H -1.983 0.076 0.994
H -1.759 -0.017 -1.729
H -1.255 -1.762 -1.439
N -0.119 -1.068 1.126
S 0.329 2.954 1.692
*
```

=====

Formula: C8H20N
Source: the OMol25 dataset
Level of theory: wB97M-V/def2-TZVPD

Values from the calculation:
structure (SMILES): CCCCCC[NH2+]CC
energy above the lowest of the compared OMol25 structures with the same formula, charge and spin: 0.460 eV
frontier orbital gap: 10.93 eV

The geometry in ORCA input format:
```
! RIJCOSX wB97M-V def2-TZVPD def2/J DEFGRID3
* xyz 1 1
C -3.337 -0.930 -0.898
C -2.845 -1.574 0.425
C -1.609 -0.884 1.093
C -1.083 0.382 0.378
C -0.060 1.070 1.360
C 1.099 1.804 0.634
N 2.217 0.830 0.340
C 2.122 0.170 -0.998
C 3.490 -0.315 -1.558
H -3.419 0.158 -0.876
H -2.752 -1.298 -1.749
H -4.355 -1.308 -1.074
H -3.665 -1.650 1.143
H -2.531 -2.595 0.168
H -1.876 -0.600 2.121
H -0.771 -1.594 1.161
H -0.595 0.181 -0.582
H -1.873 1.118 0.196
H 0.332 0.266 2.006
H -0.603 1.786 1.982
H 0.714 2.254 -0.282
H 1.495 2.564 1.317
H 2.235 0.091 1.040
H 3.091 1.346 0.421
H 1.474 -0.707 -0.894
H 1.648 0.817 -1.739
H 4.359 0.086 -1.023
H 3.545 -1.408 -1.493
H 3.555 -0.062 -2.618
*
```

=====

Formula: C5H14N2S
Source: the OMol25 dataset
Level of theory: wB97M-V/def2-TZVPD

Values from the calculation:
energy above the lowest of the compared OMol25 structures with the same formula, charge and spin: 9.280 eV
frontier orbital gap: 4.03 eV

The geometry in ORCA input format:
```
! RIJCOSX wB97M-V def2-TZVPD def2/J DEFGRID3
* xyz 0 1
C -1.802 1.171 -0.663
N -0.113 0.612 -0.503
C 0.139 0.545 1.023
C 1.658 0.362 1.148
S 2.831 0.236 -0.227
C -2.855 0.635 0.128
N 0.927 -2.454 -0.396
C -3.720 -0.559 -0.294
H -1.451 2.186 0.005
H -1.440 1.093 -1.581
H -0.611 -0.398 -0.649
H -0.490 -0.078 1.612
H -0.005 1.607 1.349
H 2.228 1.213 1.812
H 1.689 -0.629 1.591
H -3.074 1.268 0.919
H 1.751 -2.662 0.080
H 0.957 -2.924 -1.382
H 0.977 -1.487 -0.816
H -3.257 -1.489 -0.295
H -4.426 -1.048 0.326
H -4.370 -0.448 -1.101
*
```

=====

Formula: C6H13N2O
Source: the OMol25 dataset
Level of theory: wB97M-V/def2-TZVPD

Values from the calculation:
energy above the lowest of the compared OMol25 structures with the same formula, charge and spin: 1.238 eV
frontier orbital gap (spin up / spin down): 7.68 / 7.91 eV

The geometry in ORCA input format:
```
! RIJCOSX wB97M-V def2-TZVPD def2/J DEFGRID3
* xyz 1 3
C 1.083 0.797 -0.938
C 1.950 1.393 -0.057
C 0.975 -1.237 0.278
C -1.963 -0.903 0.642
C -1.601 1.448 -0.141
C -0.959 0.222 0.477
N 1.943 -1.911 -0.304
N 0.192 -0.274 -0.401
O 2.241 0.988 1.074
H 0.856 1.158 -1.922
H 2.396 2.322 -0.447
H 0.862 -1.320 1.351
H -2.721 -0.599 1.360
H -2.469 -1.115 -0.298
H -1.512 -1.822 1.010
H -2.407 1.779 0.507
H -2.026 1.224 -1.117
H -0.891 2.264 -0.229
H -0.496 0.494 1.428
H 2.184 -1.782 -1.280
H 2.588 -2.453 0.256
H -0.228 -0.672 -1.249
*
```

=====

Formula: CH5N4OS
Source: the OMol25 dataset
Level of theory: wB97M-V/def2-TZVPD

Values from the calculation:
energy above the lowest of the compared OMol25 structures with the same formula, charge and spin: 2.839 eV
frontier orbital gap (spin up / spin down): 6.26 / 6.26 eV

The geometry in ORCA input format:
```
! RIJCOSX wB97M-V def2-TZVPD def2/J DEFGRID3
* xyz -1 1
C 0.087 1.648 0.089
N 1.008 -0.316 -0.829
N -1.468 -0.776 0.050
N 0.778 2.224 -0.823
N 0.342 0.285 0.300
O 0.560 3.473 -1.062
S 0.836 -0.262 1.837
H -0.495 2.194 0.866
H 1.101 0.467 -1.479
H -1.361 -1.194 1.013
H -2.473 -0.481 -0.058
H 0.398 -1.134 -1.208
*
```

=====

Formula: C6H10O
Source: the OMol25 dataset
Level of theory: wB97M-V/def2-TZVPD

Values from the calculation:
structure (SMILES): C1C[C@H](C2CC2)O1
energy above the lowest of the compared OMol25 structures with the same formula, charge and spin: 2.644 eV
frontier orbital gap: 10.19 eV

The geometry in ORCA input format:
```
! RIJCOSX wB97M-V def2-TZVPD def2/J DEFGRID3
* xyz 0 1
C 1.950 0.710 -0.206
C 1.352 -0.399 -1.082
C 0.550 -0.762 0.178
C -0.926 -0.762 0.147
C -1.755 -0.184 1.202
C -1.682 0.668 -0.026
O 1.095 0.372 0.899
H 3.011 0.584 0.048
H 1.786 1.739 -0.549
H 2.051 -1.161 -1.437
H 0.740 -0.045 -1.916
H 0.863 -1.704 0.647
H -1.466 -0.946 -0.808
H -1.193 0.200 2.047
H -2.705 -0.643 1.450
H -2.616 0.786 -0.600
H -1.055 1.547 0.004
*
```

=====

Formula: H5NSSi
Source: the OMol25 dataset
Level of theory: wB97M-V/def2-TZVPD

Values from the calculation:
structure (SMILES): NS[SiH3]
energy above the lowest of the compared OMol25 structures with the same formula, charge and spin: 0.000 eV
frontier orbital gap: 9.11 eV

The geometry in ORCA input format:
```
! RIJCOSX wB97M-V def2-TZVPD def2/J DEFGRID3
* xyz 0 1
N 0.247 -0.482 -1.391
S 1.089 0.585 -0.311
Si -0.412 0.420 1.266
H 0.133 -0.205 -2.290
H 0.526 -1.508 -1.252
H 0.308 1.288 2.252
H -1.520 0.868 0.338
H -0.371 -0.965 1.388
*
```

=====

Formula: C26H19AsN2O3PbS2
Source: the OMol25 dataset
Level of theory: wB97M-V/def2-TZVPD

Values from the calculation:
frontier orbital gap: 6.78 eV

The geometry in ORCA input format:
```
! RIJCOSX wB97M-V def2-TZVPD def2/J DEFGRID3
* xyz 2 1
Pb 0.418 -1.027 2.658
S 1.913 -2.871 1.580
C 3.095 -2.020 2.518
N 2.726 -0.828 2.971
C 3.731 -0.211 3.672
C 3.695 1.063 4.228
C 4.812 1.528 4.887
C 5.948 0.731 5.022
C 6.006 -0.533 4.465
C 4.897 -0.993 3.774
S 4.680 -2.516 2.936
H 2.801 1.658 4.135
H 4.805 2.521 5.310
H 6.794 1.113 5.569
H 6.881 -1.152 4.569
O 1.239 1.847 1.047
C 0.701 0.854 0.974
C -2.611 -0.904 -5.667
C -3.425 -0.319 -4.708
C -3.074 -0.389 -3.371
C -1.903 -1.052 -3.008
C -1.091 -1.653 -3.960
C -1.462 -1.583 -5.295
As -1.370 -0.726 -1.167
C -0.207 0.827 -1.252
C 1.096 0.731 -1.754
C 1.784 1.882 -2.090
C 1.179 3.122 -1.942
C -0.132 3.218 -1.485
C -0.841 2.074 -1.170
C -2.877 -0.462 -0.001
C -3.997 -1.269 -0.183
C -5.042 -1.200 0.724
C -4.966 -0.336 1.806
C -3.842 0.455 1.997
C -2.790 0.384 1.099
H -2.877 -0.832 -6.709
H -4.331 0.190 -5.000
H -3.696 0.072 -2.610
H -0.181 -2.168 -3.679
H -0.844 -2.052 -6.045
H 1.561 -0.239 -1.877
H 2.782 1.809 -2.492
H 1.719 4.017 -2.209
H -0.601 4.186 -1.400
H -1.877 2.133 -0.848
H -4.044 -1.945 -1.033
H -5.914 -1.824 0.595
H -5.786 -0.269 2.503
H -3.782 1.123 2.842
H -1.902 0.993 1.242
O 0.644 -2.224 -1.583
N 0.286 -2.753 -0.569
O -0.727 -2.181 -0.017
*
```

=====

Formula: C3H10N2O2
Source: the OMol25 dataset
Level of theory: wB97M-V/def2-TZVPD

Values from the calculation:
energy above the lowest of the compared OMol25 structures with the same formula, charge and spin: 1.886 eV
frontier orbital gap (spin up / spin down): 11.48 / 5.85 eV

The geometry in ORCA input format:
```
! RIJCOSX wB97M-V def2-TZVPD def2/J DEFGRID3
* xyz 1 2
N 0.486 0.637 1.050
C -0.722 0.354 0.246
C -0.981 -1.169 0.294
C -0.596 0.785 -1.222
N -0.346 2.108 -1.414
O -0.706 -0.009 -2.109
H 0.581 1.641 1.254
H 0.423 0.167 1.959
H -1.378 1.023 0.822
H -0.212 -1.671 -0.275
H -1.931 -1.266 -0.243
H -1.275 -1.498 1.292
H -0.480 2.410 -2.371
H 0.308 2.622 -0.845
H 1.546 -2.033 0.816
H 3.042 -2.195 0.582
O 2.239 -1.905 0.165
*
```

=====

Formula: C30H54Ag2F2NO10S2
Source: the OMol25 dataset
Level of theory: wB97M-V/def2-TZVPD

Values from the calculation:
frontier orbital gap: 6.75 eV

The geometry in ORCA input format:
```
! RIJCOSX wB97M-V def2-TZVPD def2/J DEFGRID3
* xyz 1 1
Ag -2.836 -1.184 -9.073
Ag -5.481 0.236 -4.750
N -1.856 -2.197 -7.200
S -1.590 -3.753 -6.827
O -2.721 -4.441 -6.355
O -0.304 -4.070 -6.298
F -1.444 -4.305 -8.324
S -2.350 -1.656 -5.693
O -1.852 -2.176 -4.536
O -3.689 -1.201 -5.669
F -1.509 -0.301 -5.808
C -0.979 -2.759 2.406
C -1.054 -1.445 1.931
C -1.092 -1.195 0.538
C -1.114 -2.278 -0.349
C -0.849 -3.575 0.153
C -0.804 -3.797 1.528
H -1.041 -2.967 3.470
H -1.188 -0.606 2.606
H -1.235 -0.172 0.213
H -1.281 -2.119 -1.417
H -0.824 -4.439 -0.507
H -0.562 -4.799 1.863
C -0.445 -7.453 -13.043
C -0.158 -6.893 -11.812
C 0.100 -5.507 -11.759
C 0.039 -4.702 -12.857
C -0.218 -5.288 -14.064
C -0.464 -6.647 -14.168
H -0.558 -8.532 -13.162
H -0.193 -7.365 -10.841
H 0.393 -5.164 -10.763
H 0.331 -3.660 -12.789
H -0.190 -4.664 -14.950
H -0.607 -7.064 -15.159
C -1.623 -9.090 -8.546
C -2.053 -7.840 -8.164
C -3.006 -7.156 -8.925
C -3.613 -7.822 -9.990
C -3.235 -9.080 -10.362
C -2.210 -9.709 -9.660
H -0.834 -9.582 -7.988
H -1.648 -7.364 -7.272
H -3.250 -6.156 -8.602
H -4.382 -7.284 -10.556
H -3.732 -9.543 -11.200
H -1.863 -10.668 -10.042
C -5.934 -4.009 -4.147
C -6.280 -3.259 -5.379
O -6.712 -1.852 -4.978
H -5.660 -5.034 -4.389
H -6.811 -4.036 -3.495
H -5.111 -3.572 -3.583
H -7.130 -3.723 -5.882
H -5.431 -3.149 -6.057
H -7.352 -1.561 -5.639
C -0.800 -6.726 -1.690
C -0.957 -7.666 -2.876
O -1.779 -8.853 -2.514
H -0.136 -5.886 -1.909
H -0.347 -7.314 -0.884
H -1.758 -6.371 -1.308
H 0.034 -7.957 -3.227
H -1.461 -7.123 -3.680
H -2.671 -8.684 -2.835
C 3.370 -3.615 -3.660
C 3.297 -3.877 -5.149
O 2.288 -3.103 -5.787
H 3.994 -4.347 -3.136
H 2.370 -3.536 -3.225
H 3.852 -2.654 -3.429
H 3.141 -4.948 -5.361
H 4.243 -3.641 -5.643
H 1.432 -3.519 -5.571
C 0.843 0.319 -10.745
C 0.492 -0.693 -9.694
O -0.335 -0.070 -8.757
H 1.387 1.116 -10.202
H -0.074 0.758 -11.132
H 1.595 0.013 -11.459
H 1.441 -1.047 -9.270
H 0.062 -1.580 -10.206
H -0.444 -0.702 -8.049
C -3.232 0.739 -1.549
C -4.424 -0.165 -1.518
O -4.591 -0.825 -2.857
H -2.304 0.158 -1.766
H -2.976 1.189 -0.589
H -3.128 1.437 -2.401
H -5.347 0.318 -1.222
H -4.140 -0.889 -0.738
H -3.906 -1.511 -2.968
C -3.295 -4.344 -12.314
C -2.873 -3.784 -10.963
O -3.557 -2.429 -10.866
H -3.357 -3.611 -13.122
H -4.236 -4.879 -12.226
H -2.533 -5.076 -12.604
H -1.807 -3.630 -10.881
H -3.312 -4.435 -10.221
H -3.759 -2.108 -11.747
*
```